C9H14O | ωB97M-V/def2-TZVPD

Cartesian coordinates (Å):
C -1.473 -2.420 0.487
C -0.730 1.268 0.340
C -1.091 1.600 -0.946
C -0.919 -0.027 0.871
C -1.560 -0.969 0.035
C -1.905 0.705 -1.733
C -2.034 -0.627 -1.282
O -0.797 2.960 -1.305
H -0.441 2.042 1.133
H -0.581 -0.429 1.803
H -2.588 0.912 -2.561
H -1.422 3.222 -1.960
H -0.817 -2.987 -0.038
H -2.410 -2.902 0.483
H -2.823 -1.267 -1.755
H -0.870 -2.547 1.381
C 3.090 0.928 0.531
C 2.537 -0.504 0.676
H 3.307 1.223 -0.488
H 2.555 1.522 1.249
H 4.049 1.138 1.081
H 2.332 -0.926 -0.276
H 1.546 -0.648 1.133
H 3.047 -1.266 1.140

The calculation puts the HOMO-LUMO gap (spin up / spin down) at 3.07 / 7.30 eV. The calculation puts the total energy at -426.4479 Ha. The HOMO energy (spin up / spin down) comes out at 0.845 / -3.499 eV. As for the expectation value of S²: 0.76. Its energy above the lowest of the compared OMol25 structures with the same formula, charge and spin is 48.0 kcal/mol. As for the total charge: -1. As for the spin multiplicity: 2.

Formally, the Mulliken partial charges of the atoms, in units of the elementary charge, are as follows: number 1, C, carries -1.6829; number 2, C, carries 0.0284; number 3, C, carries -0.0958; number 4, C, carries -1.3591; number 5, C, carries 1.2783; number 6, C, carries -0.4517; number 7, C, carries -1.0046; number 8, O, carries -0.4839; number 9, H, carries 0.2617; number 10, H, carries 0.6485; number 11, H, carries 0.3155; number 12, H, carries 0.2903; number 13, H, carries 0.4086; number 14, H, carries 0.3959; number 15, H, carries 0.1538; number 16, H, carries 0.3242; number 17, C, carries -0.9875; number 18, C, carries -0.7648; number 19, H, carries 0.3021; number 20, H, carries 0.3041; number 21, H, carries 0.3275; number 22, H, carries 0.2641; number 23, H, carries 0.0369; number 24, H, carries 0.4904